63
Properties=species:S:1:pos:R:3:forces:R:3 method="wB97M-V/def2-TZVPD" lumo_ev=0.63 max_force_ev_per_a=0.93 smiles="Cc1cccc(N2CCN(C(=O)CCNC(=O)Cn3ccc4ccccc4c3=O)CC2)c1C" relative_energy_kcal_mol=13.1 total_energy_ev=-39554.1465 orbital_gap_ha=0.3110 homo_energy_ev=-7.83
C 0.30594 1.49045 5.83503 -0.0354 -0.0479 -0.0361
C -0.46408 0.94980 4.66673 -0.1011 0.0613 -0.0509
C -1.77588 1.35471 4.45887 -0.0162 -0.0008 -0.0083
C -2.50620 0.85778 3.39663 -0.0649 0.0276 0.0142
C -1.92425 -0.03244 2.51499 0.0500 -0.0503 -0.0999
C -0.60793 -0.44248 2.69804 -0.1231 0.0897 0.1895
N 0.01945 -1.36116 1.82366 -0.0999 -0.1054 0.0259
C 0.94533 -0.77103 0.87050 0.2647 -0.0969 -0.1713
C 1.84669 -1.87535 0.32058 0.1888 0.4621 -0.0744
N 1.04384 -2.91767 -0.29211 0.2105 0.0741 0.2563
C 1.09644 -3.09615 -1.62344 -0.0107 -0.5807 -0.1188
O 1.81946 -2.41818 -2.34170 0.1820 0.1889 -0.3369
C 0.24916 -4.20044 -2.24527 -0.0704 0.2286 -0.0379
C -1.09897 -3.62319 -2.71024 0.0250 -0.1364 0.1399
N -0.89243 -2.47956 -3.56832 -0.1583 -0.1926 -0.2249
C -0.72239 -1.24856 -3.02887 -0.0264 0.1403 -0.5958
O -1.03699 -0.97215 -1.89186 -0.0389 0.0908 0.2714
C -0.13755 -0.22989 -4.00429 -0.1408 0.0095 0.0002
N 0.17044 1.00001 -3.31813 -0.2369 -0.0100 -0.3102
C 1.14272 0.97890 -2.36417 0.5485 0.4038 0.6395
C 1.42820 2.05606 -1.60544 0.0912 -0.4745 -0.1620
C 0.68803 3.26213 -1.79180 -0.3452 0.1426 -0.2748
C 0.92069 4.41885 -1.03532 0.0075 0.0240 0.0114
C 0.18686 5.55977 -1.25739 0.0823 -0.0436 0.0649
C -0.80291 5.58424 -2.23985 -0.0953 -0.0073 -0.0951
C -1.05092 4.45945 -2.99111 -0.0223 -0.0384 -0.0510
C -0.31351 3.29102 -2.77991 0.1650 0.3155 0.3431
C -0.61069 2.11332 -3.58829 -0.0554 -0.1898 -0.2401
O -1.46461 2.06969 -4.46093 -0.1475 0.1196 -0.0033
C 0.06927 -3.45351 0.63006 -0.4750 -0.0010 0.1286
C -0.82784 -2.31683 1.14051 0.0149 -0.3287 0.0016
C 0.12324 0.03280 3.79471 0.0089 -0.0149 -0.0703
C 1.51711 -0.46154 4.04738 -0.0828 0.0289 0.0117
H 1.25588 1.91272 5.51095 0.1015 0.0396 0.0579
H 0.52059 0.69950 6.55405 0.0776 -0.0047 0.0914
H -0.26377 2.26513 6.34190 0.0001 0.0461 0.0527
H -2.22860 2.06219 5.13862 -0.0283 0.0712 0.0766
H -3.52740 1.17528 3.24496 -0.0824 0.0254 -0.0185
H -2.48970 -0.39468 1.67077 -0.0478 -0.0583 -0.1151
H 0.40066 -0.30356 0.03547 0.0796 0.0389 0.1085
H 1.54652 -0.00953 1.36619 0.0325 0.0050 0.0075
H 2.42383 -2.32470 1.13623 -0.0222 0.0601 -0.0128
H 2.52844 -1.48224 -0.43364 -0.0444 -0.0679 0.1142
H 0.09669 -5.04161 -1.57241 -0.0235 -0.0441 -0.0061
H 0.79965 -4.55318 -3.12075 0.0263 0.0305 0.1280
H -1.66914 -4.38038 -3.25390 0.0141 0.0578 0.1206
H -1.68269 -3.27669 -1.85465 -0.0263 -0.1115 -0.1160
H -0.46184 -2.66438 -4.46140 0.0323 0.1227 0.0530
H -0.87665 0.00930 -4.77739 0.1792 -0.1184 0.1176
H 0.76615 -0.64438 -4.46081 -0.0791 0.0123 0.0240
H 1.66893 0.04007 -2.26898 0.0171 -0.1028 0.0213
H 2.20681 2.01467 -0.86175 0.1070 -0.0887 0.0552
H 1.68696 4.39930 -0.27361 0.0687 0.0058 0.0693
H 0.37587 6.44551 -0.66799 0.0276 0.0507 0.0528
H -1.37208 6.48656 -2.40625 -0.0537 0.0548 -0.0253
H -1.81208 4.44719 -3.75661 -0.0588 0.0054 -0.0511
H 0.60685 -3.89191 1.47931 -0.1146 -0.0223 -0.0520
H -0.54127 -4.22257 0.16303 0.0508 -0.0026 -0.0318
H -1.34628 -1.87078 0.27838 -0.0402 -0.0780 0.0989
H -1.55949 -2.71564 1.84583 0.0134 0.0016 -0.0282
H 1.64854 -0.70160 5.10074 0.0880 -0.0020 0.0722
H 2.25685 0.29583 3.78578 0.1384 0.0280 0.0038
H 1.70604 -1.35422 3.45867 0.0739 -0.0430 -0.0045

65
Properties=species:S:1:pos:R:3:forces:R:3 method="wB97M-V/def2-TZVPD" lumo_ev=0.09 max_force_ev_per_a=1.27 smiles="CCCCCn1c(=O)[nH]c2cc(C(=O)N3CCN(Cc4ccc5c(c4)OCO5)CC3)ccc2c1=O" relative_energy_kcal_mol=20.8 total_energy_ev=-43648.7803 orbital_gap_ha=0.3066 homo_energy_ev=-8.26
C 6.61390 -3.31501 6.29198 -0.1347 -0.0594 -0.2089
C 5.87226 -3.22073 4.96383 0.1345 0.0831 -0.0028
C 6.06113 -1.87527 4.26020 -0.1331 -0.0696 0.1932
C 5.55439 -0.66048 5.03848 -0.0737 -0.0859 -0.2205
C 4.04575 -0.65950 5.29010 0.3205 0.1140 0.4094
N 3.28661 -0.68397 4.04388 0.1088 0.0845 0.1749
C 2.64752 -1.86098 3.70914 -0.3139 -0.1956 -0.2597
O 2.63778 -2.84151 4.41759 0.0051 -0.2132 0.1347
N 1.99306 -1.85922 2.50137 -0.1367 -0.3405 -0.0890
C 1.92711 -0.79057 1.64365 0.1547 0.6503 -0.0782
C 1.26310 -0.87296 0.42191 -0.0422 0.0997 -0.0601
C 1.20796 0.23137 -0.40960 0.3208 -0.1634 0.2585
C 0.57466 0.07954 -1.76151 0.0869 0.0373 0.0039
O 1.00521 -0.73890 -2.55368 0.1030 -0.2429 0.0115
N -0.44190 0.92061 -2.05370 -0.0722 0.1638 -0.1353
C -1.18755 1.70486 -1.09979 -0.3436 -0.0149 0.4531
C -2.58542 1.10461 -0.91714 0.1807 0.2528 0.0251
N -3.26160 1.05511 -2.19738 -0.0380 -0.0620 0.0989
C -4.64832 0.63609 -2.07837 -0.0141 0.0519 0.0481
C -5.38419 0.82708 -3.37772 -0.1322 -0.2106 0.0100
C -6.17043 -0.18144 -3.90894 0.1424 0.0873 0.1909
C -6.86918 -0.02036 -5.10449 -0.1303 0.2726 -0.3681
C -6.73912 1.18604 -5.74498 0.3150 0.2421 0.3148
C -5.94301 2.20643 -5.21900 -0.2699 -0.4511 -0.0682
C -5.26131 2.05386 -4.03957 -0.1562 0.1470 -0.3021
O -5.98823 3.29183 -6.05383 0.2456 -0.0782 0.4415
C -6.83827 2.92621 -7.11955 -0.3077 0.7374 -0.9932
O -7.30195 1.60828 -6.92032 -0.0375 -0.4325 0.2295
C -2.51661 0.21566 -3.11948 0.2175 0.1725 -0.1572
C -1.12334 0.80381 -3.32642 -0.0717 -0.3451 -0.3473
C 1.83541 1.42420 -0.03831 -0.0357 -0.0462 -0.0313
C 2.49596 1.50662 1.16693 -0.0094 -0.1639 0.1011
C 2.54385 0.40554 2.02191 -0.1964 -0.0963 -0.3580
C 3.25506 0.48987 3.30228 -0.0995 0.0755 -0.0828
O 3.78678 1.49966 3.71133 0.0186 0.0375 -0.0216
H 6.54491 -4.32586 6.68707 0.0339 -0.0612 0.1165
H 7.66625 -3.06964 6.16090 0.1404 0.0332 0.0607
H 6.19066 -2.63787 7.02943 0.0091 0.0693 0.1452
H 6.24670 -4.00108 4.29647 -0.0790 -0.0418 -0.0076
H 4.81062 -3.41306 5.12037 0.0109 -0.0639 -0.0586
H 5.55686 -1.91492 3.29037 0.0748 0.0391 -0.0855
H 7.12639 -1.72734 4.06459 0.0060 0.0005 -0.1020
H 6.05303 -0.60487 6.00613 0.0253 0.0756 0.0586
H 5.80897 0.24439 4.48342 0.0319 0.0138 0.1252
H 3.74136 -1.53067 5.86929 -0.0199 0.1403 -0.0550
H 3.77327 0.25465 5.82368 -0.0209 -0.1559 -0.0372
H 1.54546 -2.72975 2.24714 0.1228 0.1172 0.1711
H 0.80111 -1.80016 0.11720 -0.0365 -0.1210 -0.0668
H -0.66888 1.73542 -0.14188 -0.0736 0.0492 -0.1171
H -1.28847 2.72283 -1.49069 0.0158 -0.0153 0.0959
H -3.16143 1.73581 -0.23661 0.0035 -0.0387 0.0175
H -2.48927 0.09976 -0.46323 -0.0139 0.0513 -0.0008
H -5.11504 1.26304 -1.31102 0.0447 -0.0966 0.0420
H -4.73164 -0.41552 -1.75197 -0.0316 0.0668 0.0006
H -6.25123 -1.12209 -3.38542 0.0311 -0.1031 0.0796
H -7.48165 -0.80646 -5.51225 -0.0853 -0.1137 -0.0651
H -4.64344 2.83638 -3.63455 0.1212 0.1428 0.0539
H -7.69628 3.61653 -7.16078 0.1852 -0.1868 0.0908
H -6.28335 2.98200 -8.06994 -0.0762 -0.0695 0.2580
H -3.04909 0.18578 -4.07130 0.0587 -0.0577 0.0060
H -2.42180 -0.81731 -2.73786 -0.0247 0.0240 -0.0304
H -0.52456 0.16030 -3.97197 -0.0853 0.1293 0.0408
H -1.20939 1.80048 -3.76880 -0.0096 -0.0402 -0.0156
H 1.81056 2.27028 -0.70775 -0.0159 0.1020 -0.0589
H 2.99225 2.41256 1.47914 0.0515 0.0727 0.0235

67
Properties=species:S:1:pos:R:3:forces:R:3 method="wB97M-V/def2-TZVPD" lumo_ev=-0.17 max_force_ev_per_a=1.11 smiles="COc1ccc(N2CCN(C(=O)c3cn(C)c4ccc(S(=O)(=O)N5CCOCC5)cc4c3=O)CC2)cc1" relative_energy_kcal_mol=87.7 total_energy_ev=-56528.9299 orbital_gap_ha=0.2597 homo_energy_ev=-7.24
C -10.03303 -3.05063 -0.11842 -0.1104 -0.0549 -0.1356
O -9.16598 -2.62479 0.90062 0.2469 0.1212 0.1843
C -8.01251 -1.97854 0.53940 0.0755 0.0296 0.1076
C -7.61617 -1.70970 -0.76359 -0.3117 -0.1391 0.1141
C -6.42759 -1.04684 -1.01116 0.1377 0.1392 0.0735
C -5.60038 -0.61252 0.02683 -0.2057 -0.2052 -0.0923
N -4.41040 0.03590 -0.24482 0.2904 0.1163 0.0608
C -3.45872 0.29659 0.80946 0.1032 0.0424 0.1302
C -2.13107 0.74935 0.20733 0.0751 -0.4884 0.1789
N -2.31873 2.00031 -0.49285 -0.1867 -0.0560 -0.0739
C -1.41206 2.98510 -0.61536 0.2115 -0.0337 0.1356
O -1.69951 4.07781 -1.08181 -0.0548 0.3329 -0.0675
C -0.01539 2.71779 -0.14467 0.0092 -0.0103 -0.0919
C 0.58594 3.71047 0.55849 -0.3244 -0.2258 -0.1414
N 1.86676 3.68870 0.98702 -0.2265 0.0693 -0.0573
C 2.38567 4.80105 1.74905 0.2138 0.2706 0.2282
C 2.67132 2.62097 0.66317 0.2426 -0.5835 -0.2423
C 4.00932 2.55604 1.08354 -0.0251 0.0676 -0.0001
C 4.80104 1.48880 0.72438 0.0594 0.0281 0.0244
C 4.28013 0.46795 -0.05879 0.3199 -0.3919 -0.0555
S 5.33316 -0.89007 -0.56103 -0.4892 0.0955 0.2178
O 6.54852 -0.80905 0.20556 -0.2078 0.0868 0.1448
O 5.43534 -0.90566 -1.98879 -0.2379 -0.1141 -0.1306
N 4.37479 -2.18582 -0.09663 0.5020 0.8772 -0.4500
C 4.38403 -3.34062 -0.97485 0.3311 -0.3961 -0.3997
C 5.59279 -4.23035 -0.67828 -0.1982 0.0637 -0.2254
O 5.61899 -4.60763 0.68184 -0.1026 -0.1655 0.0389
C 5.69829 -3.47715 1.52260 -0.0562 0.2479 0.1839
C 4.50375 -2.54237 1.30216 0.2478 -0.1927 0.5274
C 2.97324 0.50334 -0.47401 -0.1309 0.1404 0.0031
C 2.14635 1.57002 -0.11623 0.2909 -0.0588 0.0320
C 0.74477 1.55920 -0.58309 0.0051 0.1812 0.1428
O 0.30428 0.65902 -1.28274 0.0511 0.0148 -0.0659
C -3.63904 2.20630 -1.05592 -0.2307 0.1584 -0.2666
C -4.26003 0.86361 -1.42404 0.1095 0.1241 -0.1524
C -6.00638 -0.90056 1.33527 0.0814 0.0461 -0.0364
C -7.18432 -1.57140 1.58236 -0.2672 -0.1515 -0.1698
H -10.87441 -3.52286 0.38689 0.0325 0.0195 -0.0896
H -9.55326 -3.78139 -0.77866 -0.0181 0.0354 0.0081
H -10.39852 -2.20845 -0.71630 0.0220 -0.0350 0.0063
H -8.21724 -2.01904 -1.60440 -0.0742 -0.0447 -0.0505
H -6.13757 -0.88509 -2.03752 0.0521 0.0105 -0.0913
H -3.81705 1.06733 1.51253 0.0202 -0.0923 0.0508
H -3.29261 -0.62757 1.37111 0.0297 0.1046 0.0264
H -1.75182 -0.01825 -0.47625 -0.0479 0.0776 0.1667
H -1.39510 0.88715 1.00398 -0.0863 -0.0667 -0.0615
H 0.01245 4.59304 0.80715 0.0449 0.0646 -0.0053
H 1.60500 5.54880 1.86788 0.0214 -0.0703 -0.0239
H 3.22939 5.26081 1.23139 -0.0150 -0.0003 0.0370
H 2.70872 4.47352 2.73932 0.0027 0.0397 -0.0281
H 4.43397 3.34133 1.68622 0.0300 0.0793 0.0581
H 5.83173 1.42358 1.03531 0.1066 0.0771 0.0972
H 4.42104 -2.96809 -1.99760 -0.0954 -0.2233 -0.0426
H 3.45456 -3.89452 -0.81017 0.0514 0.0685 -0.0176
H 5.54791 -5.15838 -1.25032 0.0326 0.1069 -0.0506
H 6.51071 -3.67978 -0.93455 -0.0272 -0.0981 -0.0198
H 5.70970 -3.85908 2.54488 0.0057 0.1052 -0.0282
H 6.62350 -2.91942 1.32220 -0.0857 -0.1196 0.0862
H 4.63315 -1.62079 1.87064 -0.0851 -0.0939 0.2209
H 3.57589 -3.03591 1.60905 0.0523 0.0877 0.0022
H 2.56410 -0.28639 -1.08411 -0.1469 -0.0639 -0.0525
H -3.53424 2.84444 -1.93644 -0.0821 -0.0819 0.1096
H -4.28059 2.73074 -0.33593 0.0038 -0.0060 -0.1190
H -5.23892 1.04572 -1.87209 0.0890 -0.0040 0.0148
H -3.62366 0.36443 -2.16724 -0.1173 0.1032 -0.0789
H -5.40670 -0.59193 2.17621 0.0800 0.0526 0.0733
H -7.49099 -1.78561 2.59413 -0.0341 -0.0183 0.1282

66
Properties=species:S:1:pos:R:3:forces:R:3 method="wB97M-V/def2-TZVPD" lumo_ev=-0.34 max_force_ev_per_a=2.09 smiles="O=c1c2c(ccc3nc(-c4cccnc4)sc32)ncn1C1CC1.CNC(=O)[C@H](CC(C)C)NC(C)=O" relative_energy_kcal_mol=55.2 total_energy_ev=-53368.4715 orbital_gap_ha=0.2980 homo_energy_ev=-8.45
O -3.34871 -1.70393 -0.00639 0.0709 0.1071 -0.2541
C -2.76073 -1.73802 -1.08445 -0.7733 0.3921 1.8991
C -2.61368 -0.54203 -1.91585 0.3036 -0.5924 -0.4247
C -1.92597 -0.69526 -3.12540 -0.1309 -0.1578 0.3870
C -1.72010 0.40848 -3.95979 -0.2774 1.4741 -0.1014
C -2.19087 1.67642 -3.59476 0.6182 -1.2214 -0.6715
C -2.86916 1.83233 -2.38676 -0.2052 0.5400 0.1443
N -3.34848 3.05285 -1.93232 -0.4497 -0.4323 1.1418
C -3.91455 2.90903 -0.75321 0.7477 -0.3375 -1.3180
C -4.49148 4.02986 -0.00761 -0.1756 0.0746 0.3742
C -4.87538 3.89893 1.33405 -0.1392 0.5678 -0.1763
C -5.41316 5.00848 1.97853 0.0288 -0.0494 -0.0896
C -5.55969 6.20761 1.28046 0.3824 -0.7843 -0.4121
N -5.19591 6.33505 -0.00379 0.1347 -0.2983 -0.0437
C -4.66855 5.27059 -0.63582 -0.3914 0.3210 0.8374
S -3.92393 1.26529 -0.12320 0.1780 -0.0421 -0.3085
C -3.08095 0.73762 -1.55475 -0.1958 -0.3614 0.5390
N -1.41397 -1.92304 -3.51434 -0.0267 -1.6511 0.8179
C -1.52978 -2.95992 -2.71806 -0.0871 2.0081 -0.4801
N -2.16040 -2.92600 -1.47326 1.0433 -0.4779 -1.6435
C -2.18210 -4.08282 -0.57361 -0.5805 -0.4528 0.1001
C -3.32590 -5.07936 -0.70765 0.4123 0.0763 0.3265
C -1.90348 -5.50908 -1.04569 -0.4622 0.5129 -0.2019
H -1.18271 0.26957 -4.89173 -0.0631 -0.0407 0.1228
H -2.03166 2.54102 -4.23126 -0.0152 -0.1237 0.0800
H -4.76167 2.96648 1.88099 0.0444 0.0755 -0.1742
H -5.71979 4.95295 3.01737 0.0399 -0.0302 -0.0953
H -5.97963 7.06739 1.79336 0.0532 0.0715 -0.2653
H -4.37723 5.39116 -1.67542 -0.0657 0.0405 0.1616
H -1.08349 -3.88481 -3.06656 -0.1520 -0.0307 0.3527
H -1.86324 -3.84491 0.44980 -0.2000 0.0783 -0.6231
H -3.76734 -5.46232 0.21784 0.1573 0.2033 -0.4154
H -4.03376 -4.93449 -1.53017 0.3972 0.0045 0.3068
H -1.68161 -5.70421 -2.09823 -0.0591 0.0929 0.4351
H -1.40329 -6.18236 -0.34215 -0.0983 0.4424 -0.3080
C 5.03223 -2.96972 1.82383 0.0938 0.4413 -0.1725
N 5.69892 -2.14701 0.81349 -0.2107 -1.3634 0.7203
C 5.37603 -0.90923 0.42611 0.3442 1.3013 -0.9961
O 6.05797 -0.35326 -0.42527 -0.3761 0.1517 0.2700
C 4.13684 -0.21011 1.02910 0.1252 0.4610 0.0558
C 2.91531 -0.41219 0.10739 -0.0519 -0.1780 0.5843
C 1.54290 -0.30896 0.80133 -0.1493 0.3855 -0.4153
C 1.21290 1.07834 1.35607 0.3681 -0.3604 0.2581
C 0.44991 -0.68408 -0.19779 0.2384 -0.1993 0.2566
N 4.36139 1.22676 1.23501 -0.7538 -1.5889 -0.9119
C 5.18442 1.81146 2.10383 0.9113 1.0827 1.0839
C 6.04507 0.96843 3.02532 -0.2088 0.0666 -0.3149
O 5.23634 3.02898 2.17697 -0.0059 0.1571 -0.0879
H 3.96068 -3.02643 1.62200 0.0438 -0.0993 0.0892
H 5.19328 -2.54423 2.81660 -0.1029 -0.1425 0.0754
H 5.44610 -3.97974 1.80821 -0.0447 0.1915 -0.0793
H 6.51257 -2.52709 0.35289 -0.0848 0.1242 -0.0187
H 3.91628 -0.66247 1.99472 -0.0768 -0.0839 0.1595
H 2.96360 0.29278 -0.72533 0.1107 0.0049 -0.0655
H 2.98464 -1.41495 -0.31686 0.0395 -0.0480 -0.1467
H 1.51179 -1.02485 1.62326 0.0746 -0.1357 0.1330
H 1.31971 1.83164 0.57500 -0.0268 0.1239 0.0170
H 1.87179 1.31872 2.18946 0.0025 0.2440 -0.0288
H 0.18712 1.09526 1.72555 -0.0199 0.0530 -0.0464
H 0.61768 -1.69430 -0.56953 -0.1072 -0.0863 -0.2048
H 0.45072 0.01377 -1.03597 -0.0798 -0.0108 -0.0919
H -0.52023 -0.64748 0.29724 -0.1089 -0.0006 -0.0926
H 3.87019 1.86433 0.62897 0.0676 0.0222 -0.0302
H 5.41753 0.29913 3.60799 0.0396 -0.2647 0.0810
H 6.76300 0.40467 2.43283 0.0266 -0.2268 0.0292
H 6.58568 1.63330 3.69744 -0.1411 -0.0215 -0.1295